A structure of composition C6H7FeLiO6 in a non-equilibrium geometry. Source: the OMol25 dataset; level of theory: the ωB97M-V functional and the def2-TZVPD basis.

XYZ file:
```
21
Properties=species:S:1:pos:R:3:forces:R:3
Fe 0.671 -3.102 1.117 -0.132 1.747 -1.155
O 0.808 -1.591 -0.094 2.093 -5.112 0.372
O -1.092 -1.437 -1.498 0.328 -0.323 0.460
C -1.823 -2.659 -1.545 0.000 -0.119 -0.164
C -2.309 -2.804 -0.111 -0.712 -0.340 -0.254
O -1.236 -2.209 0.633 0.622 -0.512 0.541
C -0.494 -1.334 -0.253 0.493 2.749 -0.154
H -2.632 -2.552 -2.274 0.238 -0.057 0.178
H -1.161 -3.489 -1.837 -0.153 0.110 -0.009
H -2.428 -3.843 0.212 -0.061 0.255 -0.068
H -3.235 -2.244 0.074 0.337 -0.098 0.020
Li 3.685 3.581 -2.312 -0.564 -0.398 0.650
O 3.509 2.251 -0.737 0.917 0.055 -0.705
O 1.466 1.613 -0.041 3.812 0.556 0.174
C 0.336 1.153 -0.461 -0.609 0.587 -2.082
C -0.333 0.078 0.255 -4.768 3.858 -1.772
O 1.741 3.190 -1.706 0.096 0.217 -1.116
C 2.315 2.396 -0.966 -1.270 -0.263 2.236
H -0.227 1.897 -1.046 0.222 -0.553 -0.138
H -0.045 0.117 1.318 -0.877 -0.052 -0.133
H -1.264 0.717 -0.299 -0.014 -2.307 3.120
```
Positions in Å, forces in eV/Å.

For the total energy, the calculation gives -53201.124 eV. As for the LUMO energy (alpha / beta): -6.1 / -6.2 eV. Its expectation value of S² is 8.76. For the highest occupied orbital energy (alpha / beta), the calculation gives -8.867 / -12.592 eV. As for the energy above the lowest of the compared OMol25 structures with the same formula, charge and spin: 5.650 eV. As for the net charge: +1. As for the multiplicity: 6. The gap between HOMO and LUMO (alpha / beta) comes out at 0.10158 / 0.23582 hartree.

Atom-resolved charges from Löwdin, all expressed in e: Fe 1.232; O -0.102; O 0.029; C -0.113; C -0.108; O -0.115; C -0.708; H 0.147; H 0.133; H 0.135; H 0.147; Li 0.866; O -0.017; O 0.041; C -0.222; C -0.062; O -0.023; C -0.732; H 0.127; H 0.146; H 0.199